# C5H14O2

A 3-piece molecular cluster, C5H14O2 overall (ωB97M-V with the def2-TZVPD basis set, the Open Molecules 2025 dataset).

SMILES ... C/C=C/CC.O.O
E_LUMO ... 0.0180 hartree
Energy above the lowest of the compared OMol25 structures with the same formula, charge and spin ... 150.4 kJ/mol
Maximum force ... 0.0706 Eh/bohr

```
21
Properties=species:S:1:pos:R:3:forces:R:3
C 0.483640 2.641785 -0.866618 -0.7 -0.6 2.5
C -0.228495 1.685766 0.111600 1.1 1.9 -1.2
C 0.147140 0.469027 0.439256 -1.4 -0.4 1.3
C -0.626508 -0.319462 1.480350 -3.5 0.7 0.4
C 0.234622 -0.920686 2.550000 2.0 -1.3 -0.9
H 1.298122 2.139139 -1.330382 0.4 -0.1 -1.1
H 0.902648 3.429614 -0.224767 0.0 0.0 -0.3
H -0.312631 3.093844 -1.431104 0.2 0.1 -1.0
H -1.028795 2.265798 0.555240 -0.4 -0.8 0.5
H 1.027182 -0.019700 0.040153 0.1 0.1 -0.2
H -1.559188 0.219265 1.959193 2.2 0.3 -0.6
H -1.347271 -1.022641 1.012522 1.2 -0.6 -0.3
H 1.152792 -0.299197 2.646641 -0.9 0.2 1.0
H 0.760805 -1.783086 2.067311 -0.6 0.0 0.5
H -0.250768 -1.284468 3.479508 0.4 0.6 -0.6
O 3.224927 -1.127143 -2.442417 0.6 -0.4 -0.2
H 2.835446 -0.528589 -1.804207 -0.4 0.0 -0.2
H 2.588979 -1.391594 -3.116928 -0.1 0.4 0.4
O -3.448497 -2.402672 -1.565086 -0.3 0.0 0.1
H -2.943800 -3.200182 -1.747718 0.1 0.2 -0.1
H -2.910340 -1.644812 -1.812548 0.1 -0.2 0.0
```
Positions in Å, forces in eV/Å.

For reference, the natural (NBO) charges in units of e are:
1. C -0.639
2. C -0.151
3. C -0.219
4. C -0.443
5. C -0.621
6. H 0.205
7. H 0.214
8. H 0.218
9. H 0.192
10. H 0.187
11. H 0.204
12. H 0.214
13. H 0.213
14. H 0.199
15. H 0.226
16. O -0.947
17. H 0.473
18. H 0.476
19. O -0.943
20. H 0.471
21. H 0.472

# C36H12BCrF15O3

C36H12BCrF15O3 as an isolated structure (ωB97M-V with the def2-TZVPD basis set, the Open Molecules 2025 dataset).

Spin multiplicity ... 4
E_LUMO (alpha / beta) ... -0.3896 / -0.4675 hartree
Maximum force ... 0.1254 Eh/bohr
Total charge ... +3

```
68
Properties=species:S:1:pos:R:3:forces:R:3
O -0.410737 -6.025829 -3.485070 -2.4 3.6 3.2
C -0.931008 -5.246648 -2.777449 3.0 -4.4 -3.7
Cr -1.773417 -4.003452 -1.618214 1.1 -0.8 -0.9
C -0.183472 -3.000248 -1.547350 3.3 2.2 0.5
O 0.786084 -2.347417 -1.503284 -3.0 -2.1 -0.2
C -1.105469 -4.987222 -0.158092 1.9 -2.7 4.5
O -0.726185 -5.604954 0.761380 -1.5 2.5 -3.8
C -3.820624 -4.757108 -2.023662 -0.7 -0.3 0.1
C -3.398129 -3.935993 -3.078003 -0.2 0.0 -0.5
C -2.915815 -2.645629 -2.820896 -0.1 1.5 -0.4
C -2.876395 -2.130793 -1.495182 0.5 -0.1 0.4
C -2.171869 -0.884130 -1.217100 -1.1 0.5 0.0
C -1.709993 0.215264 -0.999046 -0.4 -1.0 -0.3
C -1.041694 1.445981 -1.035551 0.8 1.4 -0.9
C -0.291358 1.776503 -2.248293 0.7 0.0 0.2
C 0.460971 2.982823 -2.380910 -0.4 0.1 -0.5
C 1.012426 3.338113 -3.623029 0.0 0.1 0.8
C 0.871087 2.507095 -4.751359 -0.2 -0.3 0.5
C 0.280065 1.246600 -4.583446 -0.2 -0.4 0.5
C -0.226447 0.870498 -3.334176 -0.3 -0.3 -0.3
C -3.234671 -3.000917 -0.434683 -0.2 1.5 0.8
C -3.737456 -4.285611 -0.710712 -0.4 -0.5 0.3
H -4.139362 -5.780918 -2.222300 0.0 0.3 0.1
H -3.418818 -4.303752 -4.106739 0.1 0.1 0.4
H -2.550804 -2.001955 -3.634263 -0.3 -0.5 0.4
H -1.403365 2.304723 -0.430498 0.2 -0.9 -0.3
H 0.618119 3.588278 -1.476897 -0.2 0.0 -0.6
H 1.578822 4.269795 -3.705088 -0.3 -0.3 0.0
H 1.254321 2.807675 -5.734325 -0.2 -0.1 0.5
H 0.198427 0.530819 -5.408306 0.2 0.4 0.3
H -0.616867 -0.146901 -3.161108 0.1 0.7 -0.4
H -3.092429 -2.655631 0.600266 -0.2 -0.3 -0.6
H -4.021036 -4.927881 0.122970 0.1 0.1 -0.2
F 1.166494 6.587134 3.511250 -0.1 -1.7 -1.3
C 1.042705 5.452798 2.799632 -1.8 1.5 1.9
C 2.153786 4.861898 2.212731 2.9 1.9 0.0
F 3.337233 5.496688 2.269521 -2.3 -1.3 -0.2
C 2.044666 3.617381 1.589099 -0.4 -1.6 -1.2
F 3.139967 3.214996 0.890562 -1.2 0.2 1.1
C 0.862110 2.872419 1.650574 1.9 0.1 -0.9
B 0.784499 1.318736 1.304646 -0.6 -0.2 -0.5
C 2.202872 0.632015 1.023677 0.3 -0.1 0.8
C 2.790116 0.521291 -0.239345 -1.0 2.2 -0.9
F 2.442474 1.382284 -1.251470 0.3 -2.2 2.0
C 3.903688 -0.289513 -0.478240 2.5 -1.4 -1.5
F 4.356126 -0.446948 -1.738151 -0.7 0.3 2.1
C 4.602998 -0.834428 0.598340 1.4 -0.7 -1.7
F 5.743638 -1.521408 0.367745 -1.8 1.0 0.6
C 4.156313 -0.556440 1.890548 3.0 -1.4 1.8
F 4.926177 -0.909962 2.938260 -1.7 0.6 -2.1
C 2.962114 0.141844 2.084105 -2.1 1.6 1.0
F 2.644287 0.443045 3.372842 0.5 -0.7 -2.1
C -0.040940 0.479409 2.404311 -0.1 0.0 0.0
C -0.644037 -0.740926 2.076960 0.0 -0.3 0.6
F -0.422660 -1.323464 0.858850 0.0 0.5 0.7
C -1.392745 -1.480446 2.993375 -0.1 -0.2 -0.5
F -2.017339 -2.619338 2.606257 0.5 0.7 0.2
C -1.471026 -1.065638 4.314986 -0.3 -0.7 0.8
F -2.080299 -1.853442 5.221760 0.5 1.0 -1.0
C -0.825747 0.107641 4.696011 -0.1 0.1 0.9
F -0.832072 0.479618 5.989961 0.0 -0.3 -1.3
C -0.151381 0.869178 3.743723 -0.4 -0.5 0.7
F 0.438427 1.977589 4.269190 -0.1 -0.2 -0.9
H 0.138473 1.230805 0.156741 0.1 0.0 0.4
C -0.274417 3.564410 2.090568 -2.1 -0.8 -0.1
F -1.518596 3.040806 1.904114 2.5 0.9 0.5
C -0.186116 4.799733 2.731829 -0.6 2.6 1.8
F -1.244693 5.339054 3.365451 1.4 -0.9 -1.2
```
Positions in Å, forces in eV/Å.

For reference, the natural (NBO) charges in units of e are:
1. O -0.348
2. C 0.740
3. Cr -0.678
4. C 0.774
5. O -0.469
6. C 0.753
7. O -0.380
8. C -0.159
9. C -0.153
10. C -0.173
11. C -0.072
12. C 0.099
13. C 0.061
14. C -0.064
15. C -0.062
16. C -0.132
17. C -0.214
18. C -0.075
19. C -0.216
20. C -0.139
21. C -0.194
22. C -0.104
23. H 0.293
24. H 0.292
25. H 0.277
26. H 0.272
27. H 0.213
28. H 0.256
29. H 0.263
30. H 0.252
31. H 0.219
32. H 0.292
33. H 0.283
34. F -0.210
35. C 0.322
36. C 0.456
37. F -0.191
38. C 0.430
39. F -0.282
40. C -0.334
41. B 0.156
42. C -0.378
43. C 0.603
44. F -0.261
45. C 0.350
46. F -0.217
47. C 0.282
48. F -0.222
49. C 0.445
50. F -0.190
51. C 0.498
52. F -0.254
53. C -0.419
54. C 0.397
55. F -0.347
56. C 0.262
57. F -0.296
58. C 0.328
59. F -0.251
60. C 0.282
61. F -0.256
62. C 0.406
63. F -0.320
64. H 0.048
65. C 0.615
66. F -0.248
67. C 0.304
68. F -0.216